[1]
{"formula": "C22H25N3O4S", "method": "the ωB97M-V functional and the def2-TZVPD basis", "smiles": "COc1ccc(CCn2c(=S)[nH]c3ccc(N4CCOCC4)cc3c2=O)cc1OC", "lumo_energy_ha": 0.009, "de_lowest_ev": 1.412, "e_homo_ev": -7.610, "spin_multiplicity": 1, "species": ["C", "O", "C", "C", "C", "C", "C", "C", "N", "C", "S", "N", "C", "C", "C", "C", "N", "C", "C", "O", "C", "C", "C", "C", "C", "O", "C", "C", "O", "C", "H", "H", "H", "H", "H", "H", "H", "H", "H", "H", "H", "H", "H", "H", "H", "H", "H", "H", "H", "H", "H", "H", "H", "H", "H"], "positions_angstrom": [[1.708, -1.837, -2.362], [1.839, -1.677, -0.973], [1.933, -0.406, -0.480], [1.937, 0.748, -1.242], [1.966, 1.996, -0.634], [2.022, 2.111, 0.742], [1.835, 3.444, 1.413], [0.397, 3.528, 1.978], [-0.516, 2.829, 1.087], [-0.857, 3.423, -0.095], [-0.598, 5.020, -0.417], [-1.462, 2.653, -1.034], [-1.537, 1.281, -0.952], [-1.900, 0.481, -2.032], [-1.875, -0.890, -1.914], [-1.504, -1.525, -0.714], [-1.357, -2.892, -0.663], [-2.337, -3.782, -1.249], [-1.639, -5.067, -1.702], [-0.993, -5.692, -0.621], [-0.038, -4.828, -0.048], [-0.655, -3.514, 0.442], [-1.211, -0.710, 0.380], [-1.215, 0.674, 0.264], [-0.796, 1.498, 1.398], [-0.651, 1.076, 2.527], [2.079, 0.950, 1.511], [2.012, -0.300, 0.925], [1.968, -1.478, 1.611], [1.844, -1.415, 3.014], [2.582, -1.452, -2.898], [0.804, -1.347, -2.738], [1.633, -2.910, -2.529], [1.886, 0.694, -2.318], [1.929, 2.883, -1.249], [1.981, 4.244, 0.687], [2.540, 3.582, 2.233], [0.328, 3.027, 2.944], [0.081, 4.568, 2.077], [-1.709, 3.119, -1.897], [-2.168, 0.941, -2.972], [-2.116, -1.485, -2.782], [-3.098, -4.046, -0.497], [-2.834, -3.310, -2.094], [-0.908, -4.827, -2.490], [-2.364, -5.786, -2.086], [0.746, -4.597, -0.784], [0.405, -5.372, 0.787], [-1.335, -3.718, 1.283], [0.159, -2.866, 0.765], [-0.966, -1.124, 1.343], [2.126, 1.045, 2.584], [2.750, -1.015, 3.479], [1.699, -2.444, 3.342], [0.982, -0.808, 3.309]], "forces_ev_per_a": [[0.0, 0.0, -0.3], [0.1, 0.2, 0.4], [0.0, -0.2, 0.1], [0.0, -0.3, -0.1], [0.1, 0.1, 0.2], [0.3, 0.1, -0.2], [-0.1, 0.0, 0.0], [0.3, 0.3, 0.4], [-0.3, 0.1, -0.1], [-0.3, 0.2, -0.4], [0.1, 0.6, -0.2], [0.1, 0.1, 0.1], [0.0, -0.7, 0.6], [0.0, 0.1, 0.1], [0.0, 0.0, 0.1], [0.0, 0.7, 0.2], [0.2, -0.6, -0.1], [0.1, -0.3, -0.1], [-0.3, 0.2, -0.1], [-0.1, -0.1, 0.1], [0.1, 0.3, 0.3], [0.2, -0.3, -0.1], [-0.2, -0.1, -0.2], [-0.2, 0.1, -0.6], [-0.3, -0.2, 0.2], [-0.1, -0.1, 0.0], [0.2, -0.2, -0.1], [0.0, -0.1, -0.1], [0.0, 0.1, -0.4], [0.0, 0.0, 0.3], [0.0, 0.0, 0.0], [0.0, 0.0, 0.0], [0.0, 0.1, 0.0], [0.0, -0.1, -0.1], [0.0, 0.1, 0.0], [0.0, 0.0, 0.1], [0.0, 0.0, 0.0], [0.0, 0.1, -0.2], [0.0, -0.2, 0.0], [0.1, 0.0, 0.2], [0.0, 0.0, -0.1], [0.0, -0.1, -0.1], [0.0, 0.0, -0.1], [0.0, 0.0, 0.0], [-0.1, 0.0, 0.0], [0.0, 0.1, 0.0], [0.0, 0.0, 0.1], [0.0, 0.1, 0.0], [0.0, 0.0, 0.0], [0.0, 0.0, 0.0], [0.1, -0.1, 0.1], [-0.1, -0.1, 0.1], [0.0, 0.0, 0.0], [0.0, 0.1, 0.0], [0.0, 0.0, 0.0]], "mulliken_charge": [-1.020, -0.338, 0.846, -0.502, -0.758, 0.211, -1.278, -1.180, 0.066, -0.087, -0.344, -0.080, 0.780, -1.416, -0.825, 0.119, 0.620, -0.685, -0.610, -0.411, -0.680, -0.140, -0.281, 0.568, 0.154, -0.629, -0.148, 0.472, -0.517, -0.944, 0.437, 0.343, 0.221, 0.475, 0.356, 0.352, 0.460, 0.477, 0.481, 0.310, 0.356, 0.384, 0.286, 0.438, 0.301, 0.369, 0.250, 0.373, 0.309, -0.056, 0.661, 0.455, 0.376, 0.300, 0.324]}

[2]
{"formula": "C22H25N3O5", "method": "the ωB97M-V functional and the def2-TZVPD basis", "smiles": "CCCOc1ccc2[nH]c(C(=O)N/N=C/c3cc(OC)c(OC)c(OC)c3)cc2c1", "lumo_energy_ha": 0.006, "de_lowest_ev": 4.739, "e_homo_ev": -7.840, "spin_multiplicity": 1, "species": ["C", "C", "C", "O", "C", "C", "C", "C", "N", "C", "C", "O", "N", "N", "C", "C", "C", "C", "O", "C", "C", "O", "C", "C", "O", "C", "C", "C", "C", "C", "H", "H", "H", "H", "H", "H", "H", "H", "H", "H", "H", "H", "H", "H", "H", "H", "H", "H", "H", "H", "H", "H", "H", "H", "H"], "positions_angstrom": [[2.078, 7.106, 5.423], [2.791, 6.006, 4.647], [3.213, 4.860, 5.571], [2.117, 4.211, 6.177], [1.354, 3.345, 5.449], [0.227, 2.855, 6.146], [-0.645, 1.958, 5.585], [-0.388, 1.534, 4.283], [-1.054, 0.670, 3.475], [-0.404, 0.575, 2.272], [-0.977, -0.324, 1.265], [-1.988, -0.965, 1.471], [-0.272, -0.371, 0.088], [-0.660, -1.149, -0.928], [0.021, -1.169, -2.003], [-0.367, -1.998, -3.120], [0.388, -2.015, -4.282], [0.035, -2.820, -5.363], [0.887, -2.707, -6.419], [0.802, -3.553, -7.544], [-1.114, -3.623, -5.285], [-1.470, -4.381, -6.376], [-1.910, -5.708, -6.165], [-1.895, -3.579, -4.107], [-3.031, -4.339, -4.107], [-3.842, -4.328, -2.955], [-1.514, -2.789, -3.040], [0.705, 1.393, 2.296], [0.736, 2.014, 3.568], [1.614, 2.931, 4.159], [2.746, 7.550, 6.157], [1.734, 7.887, 4.749], [1.218, 6.694, 5.945], [3.685, 6.405, 4.163], [2.125, 5.621, 3.873], [3.841, 4.138, 5.033], [3.790, 5.259, 6.410], [0.078, 3.215, 7.152], [-1.501, 1.593, 6.132], [-1.895, 0.153, 3.676], [0.569, 0.201, -0.010], [0.927, -0.560, -2.123], [1.278, -1.414, -4.380], [0.936, -4.603, -7.271], [-0.145, -3.433, -8.073], [1.625, -3.242, -8.189], [-1.722, -6.230, -7.105], [-2.976, -5.747, -5.934], [-1.350, -6.192, -5.361], [-4.674, -4.993, -3.180], [-3.303, -4.703, -2.080], [-4.224, -3.325, -2.743], [-2.087, -2.741, -2.131], [1.423, 1.545, 1.513], [2.465, 3.281, 3.598]], "forces_ev_per_a": [[0.0, -0.1, -0.2], [-0.1, -0.2, 0.4], [0.3, 0.2, -0.4], [-0.2, -0.1, 0.2], [0.0, -0.1, -0.2], [0.0, 0.0, 0.0], [0.0, 0.1, 0.1], [0.6, 0.4, -0.1], [-0.3, -0.4, -0.3], [0.3, 0.4, 0.3], [-0.2, -0.3, -0.3], [0.1, 0.1, 0.1], [0.8, 0.7, 0.1], [-0.4, -0.5, -0.4], [0.4, 0.6, 0.7], [-0.2, -0.6, -0.8], [-0.2, 0.0, 0.3], [-0.2, -0.1, 0.1], [-0.2, 0.1, 0.3], [0.0, -0.2, -0.4], [0.1, -0.1, -0.2], [-0.1, 0.6, 0.3], [-0.1, -0.4, -0.1], [0.0, 0.1, 0.1], [0.4, 0.2, -0.4], [-0.2, 0.0, 0.2], [0.0, 0.0, 0.0], [-0.3, -0.3, -0.2], [-0.5, -0.1, 0.4], [0.1, 0.2, 0.3], [0.0, 0.1, 0.1], [-0.1, 0.1, 0.0], [-0.1, 0.0, 0.1], [0.0, -0.1, -0.1], [0.1, 0.0, -0.1], [0.0, 0.0, 0.1], [0.0, -0.1, -0.1], [0.0, 0.0, 0.1], [-0.1, 0.0, 0.1], [0.0, 0.0, 0.0], [-0.3, -0.2, 0.1], [-0.1, 0.0, 0.0], [0.1, 0.1, 0.0], [0.0, 0.1, 0.0], [0.1, 0.0, 0.0], [-0.1, 0.0, 0.0], [0.0, 0.0, 0.1], [0.2, 0.0, 0.0], [0.0, 0.0, 0.0], [0.0, 0.1, 0.1], [0.0, 0.0, 0.0], [0.0, 0.0, 0.0], [-0.1, -0.1, 0.1], [0.1, 0.0, -0.2], [0.1, 0.1, 0.0]], "mulliken_charge": [-1.200, -0.238, -0.706, -0.471, 0.726, -0.380, -1.215, -0.598, 0.008, 0.502, 0.269, -0.657, 0.335, -0.828, -0.239, 0.193, -1.169, 0.243, -0.450, -0.716, 0.852, -0.541, -0.744, 0.660, -0.372, -0.973, -0.612, -0.673, 0.374, -0.128, 0.316, 0.354, 0.272, 0.380, 0.294, 0.335, 0.398, 0.442, 0.390, 0.210, 0.325, 0.321, 0.393, 0.281, 0.261, 0.275, 0.311, 0.234, 0.323, 0.229, 0.387, 0.365, 0.811, 0.433, 0.407]}

[3]
{"formula": "C22H25N3O5S", "method": "the ωB97M-V functional and the def2-TZVPD basis", "smiles": "CCCCCOc1ccc(C(=O)Nc2ccc(S(=O)(=O)Nc3cc(C)on3)cc2)cc1", "lumo_energy_ha": 0.005, "de_lowest_ev": 3.873, "e_homo_ev": -8.912, "spin_multiplicity": 1, "species": ["C", "C", "C", "C", "C", "O", "C", "C", "C", "C", "C", "O", "N", "C", "C", "C", "C", "S", "O", "O", "N", "C", "C", "C", "C", "O", "N", "C", "C", "C", "C", "H", "H", "H", "H", "H", "H", "H", "H", "H", "H", "H", "H", "H", "H", "H", "H", "H", "H", "H", "H", "H", "H", "H", "H", "H"], "positions_angstrom": [[-2.151, -3.564, -2.932], [-2.208, -3.210, -1.451], [-3.573, -2.643, -1.063], [-3.727, -2.384, 0.436], [-2.870, -1.221, 0.928], [-3.337, -0.037, 0.310], [-2.606, 1.093, 0.418], [-1.451, 1.227, 1.188], [-0.750, 2.418, 1.184], [-1.186, 3.497, 0.423], [-0.447, 4.783, 0.410], [-0.979, 5.865, 0.520], [0.927, 4.701, 0.323], [1.729, 3.628, -0.043], [1.294, 2.666, -0.959], [2.106, 1.592, -1.267], [3.354, 1.486, -0.685], [4.387, 0.080, -1.042], [5.691, 0.512, -1.435], [3.669, -0.842, -1.868], [4.595, -0.561, 0.509], [3.684, -1.429, 1.050], [2.292, -1.491, 0.767], [1.846, -2.492, 1.581], [0.507, -3.095, 1.800], [2.873, -2.972, 2.298], [4.012, -2.312, 1.963], [3.826, 2.459, 0.175], [3.016, 3.531, 0.495], [-2.377, 3.384, -0.293], [-3.071, 2.196, -0.306], [-2.347, -2.684, -3.540], [-2.896, -4.319, -3.173], [-1.170, -3.953, -3.195], [-1.424, -2.481, -1.236], [-2.008, -4.106, -0.857], [-3.746, -1.710, -1.600], [-4.344, -3.352, -1.370], [-3.452, -3.277, 1.001], [-4.770, -2.149, 0.652], [-2.954, -1.129, 2.021], [-1.818, -1.388, 0.670], [-1.091, 0.414, 1.797], [0.138, 2.506, 1.792], [1.405, 5.565, 0.551], [0.328, 2.766, -1.427], [1.793, 0.834, -1.968], [5.552, -0.738, 0.774], [1.747, -0.903, 0.061], [-0.007, -3.223, 0.851], [-0.098, -2.458, 2.444], [0.625, -4.061, 2.283], [4.818, 2.363, 0.584], [3.368, 4.295, 1.171], [-2.736, 4.236, -0.850], [-3.982, 2.088, -0.872]], "forces_ev_per_a": [[0.1, 0.0, 0.2], [-0.3, 0.1, -0.2], [0.2, -0.1, 0.3], [0.1, 0.4, -0.2], [0.0, -0.5, 0.3], [-0.1, 0.1, -0.1], [0.1, 0.3, -0.1], [-0.1, -0.3, 0.1], [-0.2, 0.3, -0.1], [-0.3, -0.2, 0.2], [0.0, 0.0, 0.1], [-0.1, 0.1, -0.1], [0.3, 0.5, 0.2], [0.3, -0.5, -0.3], [0.2, 0.1, 0.0], [0.0, -0.1, -0.1], [0.2, -0.5, -0.2], [0.1, -0.1, 0.4], [0.1, 0.1, 0.3], [-0.2, 0.2, 0.2], [0.5, 0.4, -0.7], [-1.2, -0.9, 0.6], [-0.1, -0.5, 0.5], [0.2, 0.6, -0.5], [0.2, 0.0, 0.1], [-0.7, -0.2, 0.0], [1.2, 0.7, -0.4], [0.0, 0.1, 0.0], [-0.1, -0.1, -0.1], [0.2, 0.0, 0.1], [0.0, -0.2, 0.0], [0.0, 0.1, -0.1], [-0.1, -0.1, -0.1], [0.1, 0.0, -0.1], [0.1, 0.0, 0.1], [0.1, 0.0, 0.1], [-0.1, 0.0, -0.1], [0.0, 0.0, -0.1], [0.0, 0.0, 0.1], [0.0, 0.0, 0.1], [0.1, 0.0, -0.1], [0.0, 0.1, 0.0], [0.0, -0.1, 0.0], [0.1, 0.0, 0.0], [-0.2, -0.1, 0.0], [0.0, 0.0, -0.1], [-0.1, -0.1, -0.1], [0.2, 0.1, -0.2], [-0.2, 0.1, -0.2], [-0.1, 0.0, 0.0], [-0.1, 0.0, 0.0], [-0.1, -0.1, 0.0], [0.1, 0.1, 0.1], [0.0, 0.1, 0.1], [-0.1, 0.1, 0.0], [-0.1, 0.0, -0.1]], "mulliken_charge": [-1.510, 0.165, -0.699, -1.097, -0.047, -0.392, 0.640, -0.180, -0.201, -0.179, 0.023, -0.638, -0.077, -0.059, -0.128, -0.224, 0.040, 1.409, -0.721, -0.616, -0.178, 0.040, 0.926, -0.437, -0.797, -0.137, -0.789, -0.752, -0.886, -0.725, -0.459, 0.342, 0.354, 0.398, 0.039, 0.246, 0.337, 0.384, 0.440, 0.353, 0.521, -0.097, 0.462, 0.421, 0.252, 0.514, 0.566, 0.293, 0.483, 0.072, 0.217, 0.394, 0.399, 0.428, 0.411, 0.455]}